(1)
ORCA calculation (the ωB97M-V functional and the def2-TZVPD basis) on 2 unconnected molecules or ions with the total composition C29H45BBr2ClF6NO9S2 at a distorted geometry.

Computed properties:
ΔE to the lowest compared entry with this formula, charge and spin (kJ/mol): 0.0
Multiplicity: 1
E (hartree): -8892.673886
HOMO energy (eV): -7.9856
Gap between HOMO and LUMO (eV): 6.80
Total charge: 0
LUMO energy (eV): -1.184

Last column: Mulliken charge in e.
Cartesian coordinates (Å):
C  -1.037136  -4.342663  -0.131558  -1.65
C  -0.404557  -2.972173  -0.033133  0.31
S  -1.629866  -1.622147  -0.032250  -0.06
C  -1.069881  -0.725927  1.446808  -1.44
C  0.211951  0.063523  1.152416  0.47
C  1.446353  -0.246593  2.047047  -2.11
C  2.429710  0.787520  1.454118  1.90
C  3.715509  1.123018  2.224350  -0.51
C  3.955536  0.295813  3.476542  -0.15
C  4.194669  -1.200392  3.278312  -1.32
F  2.970148  0.541044  4.429281  -0.39
N  1.652083  1.905934  0.730170  1.73
C  1.915267  1.939919  -0.741632  -0.53
C  1.540306  0.769724  -1.651798  -1.49
C  2.647516  -0.263193  -1.912491  -0.50
C  2.193435  -1.276713  -2.962644  -1.13
S  2.163251  -0.589689  -4.608239  1.11
O  2.882771  0.641792  -4.625077  -0.52
O  2.484609  -1.604530  -5.554124  -0.56
Cl  0.164634  -0.191168  -4.837047  -0.17
C  1.902689  3.322216  1.265125  -0.48
C  2.845384  4.305223  0.563331  -2.37
C  4.336400  4.343699  0.877212  0.45
F  4.549211  4.309442  2.224806  -0.32
Br  5.331279  2.976948  -0.071249  -0.02
C  4.858543  5.755195  0.396561  0.69
F  4.555994  5.950311  -0.901056  -0.19
F  4.275062  6.702881  1.155960  -0.19
Br  6.810167  5.969619  0.619302  -0.10
C  0.200658  1.614727  1.152773  2.57
C  -0.077122  1.972496  2.615538  -1.65
C  -0.719749  3.302325  2.920441  -0.54
O  -0.886888  4.215585  2.146841  -0.46
C  -0.844554  2.056954  0.107760  -0.72
C  -2.312004  2.189837  0.574232  -1.90
C  -3.322811  1.430903  -0.321071  -0.52
C  -4.584323  2.258126  -0.504615  -0.90
C  -5.602011  1.599599  -1.406075  -0.78
O  -5.979977  0.361448  -0.805195  -0.25
C  -6.970500  -0.298843  -1.508200  0.54
C  -6.578784  -0.922458  -2.819881  -0.81
O  -8.073518  -0.419420  -1.030678  -0.54
H  -1.631297  -4.479894  -1.028590  0.45
H  -0.230232  -5.069300  -0.206594  0.43
H  -1.597719  -4.621783  0.751501  0.32
H  0.325100  -2.833140  -0.829021  0.00
H  0.146368  -2.920340  0.905309  0.12
H  -1.886909  -0.167071  1.884875  0.54
H  -0.819301  -1.500861  2.168266  0.73
H  0.552266  -0.378921  0.225740  -0.32
H  1.828202  -1.199496  1.699827  0.66
H  1.296954  -0.248591  3.116902  0.45
H  2.798330  0.202200  0.619358  -1.29
H  4.572211  0.924586  1.591105  0.50
H  3.817244  2.160733  2.529126  -0.21
H  4.872588  0.709321  3.897392  0.61
H  4.990665  -1.524571  3.936835  0.39
H  3.308243  -1.739275  3.604066  0.33
H  4.402220  -1.437769  2.241939  0.30
H  1.413074  2.819388  -1.123324  0.89
H  2.988603  2.067406  -0.837063  0.11
H  0.629807  0.222465  -1.436833  0.30
H  1.364110  1.223968  -2.625402  0.77
H  2.873306  -0.855131  -1.024376  0.41
H  3.561153  0.230699  -2.231782  0.54
H  1.216674  -1.683589  -2.719463  0.35
H  2.894023  -2.106381  -2.991177  0.52
H  0.937258  3.806312  1.181955  0.30
H  2.199759  3.267705  2.302656  0.66
H  2.484276  5.276459  0.906123  0.72
H  2.762031  4.377802  -0.514960  0.58
H  0.829215  1.986782  3.223996  0.30
H  -0.684018  1.211395  3.097215  0.66
H  -1.043401  3.417456  3.970638  0.46
H  -0.833196  1.405200  -0.756419  -0.04
H  -0.560860  3.046026  -0.260194  0.73
H  -2.583437  3.238973  0.527917  0.56
H  -2.476057  1.898162  1.606792  0.64
H  -2.883387  1.214369  -1.292237  0.40
H  -3.574716  0.504689  0.185345  0.16
H  -5.041316  2.430202  0.469572  0.35
H  -4.347248  3.236097  -0.923587  0.44
H  -6.474895  2.251031  -1.474275  0.41
H  -5.200878  1.482919  -2.413841  0.38
H  -5.830664  -0.344534  -3.351300  0.30
H  -7.459914  -1.019759  -3.438163  0.32
H  -6.162689  -1.899382  -2.590657  0.26
B  -2.866163  -8.181308  -2.627976  0.55
O  -3.479244  -9.156698  -1.675116  -0.43
C  -2.990304  -8.964288  -0.467775  0.45
O  -3.277909  -9.576422  0.524088  -0.60
C  -1.985408  -7.808873  -0.538351  0.74
O  -1.354943  -7.355114  0.382340  -0.63
O  -1.928436  -7.375937  -1.777630  -0.37
F  -3.836232  -7.353666  -3.174544  -0.35
F  -2.162363  -8.840162  -3.621142  -0.34

Cartesian forces, eV/Å:
0.5 -0.3 -0.3
0.0 -0.1 0.3
-0.3 0.2 0.0
0.5 -0.4 0.0
1.0 -0.6 1.1
-0.6 0.6 -1.0
1.2 -1.3 -0.6
-0.4 0.1 0.5
1.0 0.1 -0.1
-0.8 0.3 0.6
-0.3 0.0 0.0
-0.2 1.0 1.7
-0.3 -0.6 -0.5
0.5 -0.5 -0.5
-0.5 0.0 0.2
0.3 0.1 0.6
0.2 -0.6 -0.6
-0.2 0.3 0.2
-0.2 0.0 0.2
0.1 0.1 0.0
0.5 0.3 -0.7
0.3 0.2 0.0
-0.1 0.9 -0.4
0.1 -0.3 -0.3
0.1 0.1 0.1
1.2 -0.1 0.3
-0.2 0.0 0.6
-0.1 -0.3 -0.5
-0.8 -0.1 0.0
-1.5 -2.6 -1.1
0.2 1.2 0.0
-0.4 0.5 -0.1
0.3 -0.4 0.2
0.1 1.3 0.3
-0.3 0.0 -0.6
0.3 0.5 0.6
-0.1 -0.2 0.0
0.0 0.4 0.4
-0.2 -0.1 -0.5
-1.3 -0.2 0.5
0.1 0.4 0.2
1.2 0.2 -0.3
-0.2 0.1 0.0
0.0 -0.2 0.0
-0.3 0.1 0.1
0.0 0.1 -0.2
0.1 0.1 0.1
-0.2 0.2 -0.2
-0.1 0.0 0.2
-0.2 0.7 -0.4
0.0 -0.4 0.5
0.0 0.2 0.1
0.1 0.3 -0.3
0.1 0.1 -0.1
-0.2 0.1 0.0
0.0 0.1 0.1
0.3 -0.1 -0.1
-0.1 -0.1 -0.2
0.2 -0.1 -0.1
0.0 0.2 0.1
0.1 0.3 0.1
-0.2 0.3 0.2
-0.1 0.3 0.0
0.1 0.0 0.1
0.1 0.0 0.0
-0.2 0.0 -0.2
0.1 -0.1 -0.3
-0.1 0.0 0.1
-0.2 -0.1 0.2
-0.1 0.0 0.2
-0.2 -0.3 -0.1
0.2 -0.2 0.0
-0.2 -0.2 -0.1
0.0 -0.1 0.0
0.2 -0.3 0.1
0.0 0.1 -0.1
0.1 0.2 0.1
0.1 -0.1 0.2
0.1 -0.2 -0.1
-0.1 -0.3 -0.3
-0.1 0.1 0.1
0.1 0.1 -0.1
-0.2 0.0 -0.1
0.1 -0.3 -0.1
0.2 0.0 0.0
-0.1 -0.2 -0.1
0.0 -0.2 -0.1
-0.2 -0.1 -0.5
0.2 0.2 0.2
-0.4 -0.5 -0.1
0.1 0.0 0.1
0.4 0.5 -0.2
0.0 -0.1 0.2
0.0 -0.1 0.2
0.0 0.0 0.1
0.0 0.0 0.0


(2)
ORCA calculation (the ωB97M-V functional and the def2-TZVPD basis) on a molecular structure, C29H45FMoP2 at a distorted geometry.

Computed properties:
ΔE to the lowest compared entry with this formula, charge and spin (kJ/mol): 350.7
Multiplicity: 3
E (hartree): -1981.956682
⟨S²⟩: 2.03
HOMO energy (alpha / beta) (eV): -11.2983 / -10.8110
Gap between HOMO and LUMO (alpha / beta) (eV): 3.52 / 3.03
Total charge: +2
LUMO energy (alpha / beta) (eV): -7.782 / -7.782

Last column: Löwdin spin population.
Cartesian coordinates (Å):
Mo  1.898294  -0.796643  0.906541  1.74
C  3.314893  -1.278013  -0.769921  0.02
C  3.543719  0.029305  -0.232514  0.05
C  3.980201  -1.552465  1.417879  0.00
C  3.596364  -2.247072  0.235299  0.00
C  3.965892  -0.132880  1.129860  0.01
C  2.958157  -1.615841  -2.178006  0.02
H  2.532677  -0.741701  -2.675428  0.00
H  2.214122  -2.427593  -2.197717  0.00
H  3.813669  -1.950126  -2.781086  0.00
C  3.615661  -3.721856  0.008422  0.00
H  3.148405  -3.963674  -0.946161  0.00
H  3.034861  -4.230635  0.784966  0.00
H  4.624856  -4.168579  -0.019232  0.00
C  4.319817  -2.212186  2.700916  0.01
H  5.370182  -2.544322  2.785223  0.00
H  3.671511  -3.084259  2.849659  0.00
H  4.080133  -1.547584  3.531167  0.00
C  4.206993  0.956437  2.107653  0.01
H  5.275055  1.071783  2.308760  0.00
H  3.696544  0.767095  3.066619  0.00
H  3.846643  1.905183  1.697936  0.00
C  3.350641  1.314834  -0.969532  0.03
H  4.314193  1.812548  -1.071665  0.00
H  2.653202  1.972038  -0.436223  0.01
H  2.947532  1.124503  -1.967274  0.00
C  -1.840083  -1.296872  -2.401138  0.00
C  -0.916571  -0.820050  -3.254743  0.00
C  -0.083597  0.394612  -2.913721  0.01
C  -0.880204  1.696304  -2.852211  0.00
C  -1.250330  2.278548  -1.502102  0.00
C  -1.108177  1.627097  -0.181254  0.00
C  -1.505762  0.120412  -0.185803  0.01
C  -2.431456  -0.396220  -1.324620  0.00
H  0.679103  0.520299  -3.671153  0.00
H  -1.790879  1.602702  -3.486221  0.00
H  0.452298  0.305711  -1.949760  0.01
H  -2.819613  0.479483  -1.970803  0.00
H  -2.207426  -2.341378  -2.404719  0.00
H  -0.570158  -1.414966  -4.115831  0.00
H  -3.294706  -0.922827  -0.884514  0.00
H  -0.561042  -0.452797  -0.125226  0.02
H  -0.106665  1.738589  0.297226  0.01
H  -1.995297  -0.070607  0.780886  0.00
H  -0.308710  2.473234  -3.390439  0.00
H  -0.994571  3.344275  -1.476469  0.00
P  -3.439018  2.121117  -1.409550  0.00
C  -5.138625  1.462751  -1.913450  0.00
C  -3.492708  3.647928  -2.368758  0.00
P  -2.027861  2.637198  1.106107  0.00
C  -3.689946  2.458879  0.363192  0.00
C  -1.774834  4.415520  0.927473  0.00
C  -2.312104  2.241471  2.829699  0.00
H  -5.597780  0.812914  -1.137862  0.00
H  -5.088541  0.871240  -2.856595  0.00
H  -5.832310  2.286328  -2.102538  0.00
H  -4.511611  4.058458  -2.340813  0.00
H  -3.210079  3.408181  -3.403027  0.00
H  -2.777889  4.351542  -1.935651  0.00
H  -3.297753  2.674290  3.072202  0.00
H  -1.516348  2.706782  3.425409  0.00
H  -2.316993  1.157388  2.988694  0.00
H  -4.206802  1.613698  0.836333  0.00
H  -4.307603  3.367236  0.488163  0.00
H  -1.162090  4.750129  1.760761  0.00
H  -2.755638  4.908351  0.989354  0.00
H  -1.276287  4.704720  -0.003345  0.00
F  -1.010215  -5.791982  3.824327  0.00
C  -0.479968  -4.712653  3.141987  0.01
C  -0.214211  -3.548766  3.843070  0.00
C  0.330688  -2.471145  3.138917  0.02
C  0.628006  -2.572766  1.780163  0.01
C  0.273564  -3.735203  1.089549  0.01
C  -0.274879  -4.846181  1.767147  0.00
H  -0.422889  -3.504067  4.929106  0.00
H  0.559567  -1.516305  3.627110  0.00
H  0.444157  -3.774695  0.008496  0.00
H  -0.541375  -5.786203  1.260806  0.00

Cartesian forces, eV/Å:
-0.7 -3.1 1.1
0.5 0.0 -0.1
0.4 0.0 -0.5
-0.3 0.4 -0.7
0.4 0.5 -0.4
-0.5 -0.2 0.0
-0.4 -0.2 -0.3
0.0 -0.2 -0.1
0.2 0.3 -0.1
-0.1 0.1 0.3
-0.4 -0.4 0.2
0.0 0.0 0.0
0.2 0.0 -0.1
-0.3 0.5 0.2
-0.3 -0.3 0.6
-0.4 0.3 -0.2
0.2 0.0 -0.1
0.3 0.0 0.1
0.4 0.3 0.3
0.0 0.1 0.1
0.2 0.1 -0.3
0.0 -0.1 0.2
0.2 0.0 0.0
-0.1 0.3 -0.1
0.2 0.2 -0.1
0.1 0.1 0.1
0.4 0.0 -0.2
0.6 -1.2 0.9
-0.3 0.2 0.0
0.0 0.5 -1.0
-2.2 -0.2 0.2
1.8 -0.5 1.6
0.0 -0.1 0.8
0.2 -0.4 -0.2
0.2 0.0 -0.1
0.5 0.0 0.4
-0.1 -0.4 -0.4
0.3 -1.4 0.7
0.0 0.9 -0.5
-0.3 0.2 0.6
0.2 0.5 -0.2
-0.5 -0.1 -0.3
0.2 -0.4 -0.9
0.1 -0.3 -0.2
-0.2 -0.2 0.4
-0.6 -0.3 0.0
-0.8 2.9 -0.7
0.4 -1.5 -0.3
-0.8 0.5 0.4
-2.4 0.6 -1.6
0.0 -0.1 0.1
0.5 0.2 0.3
0.8 -0.2 0.2
0.6 0.3 -0.4
0.1 0.4 0.6
0.5 0.2 0.2
0.4 0.1 -0.3
-0.1 0.1 0.2
-0.2 0.1 -0.3
0.4 -0.1 0.0
-0.3 -0.2 0.1
-0.1 0.2 0.1
0.0 0.1 -0.2
0.2 -0.4 0.0
0.1 0.2 0.0
0.4 -0.1 0.0
-0.1 -0.1 0.2
0.5 1.1 -0.6
-0.4 -0.9 0.0
-0.1 0.1 0.7
0.0 -0.3 0.1
0.2 1.9 -1.2
-0.3 -0.7 0.4
0.1 0.4 -0.1
0.1 -0.1 -0.8
-0.1 -0.5 0.3
-0.1 -0.2 0.4
0.2 0.5 0.3


(3)
ORCA calculation (the ωB97M-V functional and the def2-TZVPD basis) on 3 unconnected molecules or ions with the total composition C29H45N4O5P at a distorted geometry.

Computed properties:
Multiplicity: 3
E (hartree): -2068.432843
⟨S²⟩: 2.01
HOMO energy (alpha / beta) (eV): -8.5990 / -8.8590
Gap between HOMO and LUMO (alpha / beta) (eV): 7.41 / 7.67
Total charge: 0
LUMO energy (alpha / beta) (eV): -1.190 / -1.190

Last column: Löwdin spin population.
Cartesian coordinates (Å):
N  1.667654  -0.304312  2.691762  0.00
P  1.567992  0.961090  1.491176  0.00
O  1.534556  0.165362  0.019299  0.00
C  -0.133906  1.694462  1.768579  0.00
C  -0.372348  2.957493  2.153074  0.00
C  -1.838350  3.404626  2.369879  0.00
O  -2.077760  4.579891  2.350099  0.00
C  -2.941997  2.359670  2.607940  0.00
C  -2.699602  1.093582  2.231275  0.00
C  -3.658711  -0.072815  2.424273  0.00
C  -3.262967  -1.215632  3.195563  0.00
C  -4.277732  -2.221117  3.231987  0.00
C  -5.500680  -2.013971  2.553873  0.00
N  -5.936082  -0.945945  1.852140  0.00
C  -4.947393  -0.027198  1.843006  0.00
C  -1.343265  0.743783  1.556113  0.00
O  -1.254816  -0.270267  0.916852  0.00
H  0.742421  -0.400147  3.127297  0.00
H  2.259656  0.062575  3.439244  0.00
H  1.121925  -0.713169  0.130542  0.00
H  0.472347  3.659663  2.304141  0.00
H  -3.886015  2.647744  3.098172  0.00
H  -2.270978  -1.296189  3.663217  0.00
H  -4.108346  -3.159140  3.786685  0.00
H  -6.227604  -2.855238  2.597668  0.00
H  -5.191509  0.905919  1.287539  0.00
C  -3.086288  4.254126  -3.099411  0.00
C  -3.035815  2.841849  -2.456021  0.03
C  -2.510929  1.802219  -3.464370  0.01
C  -3.536931  1.317685  -4.484093  0.00
C  -4.841344  0.914858  -3.801236  0.01
C  -5.400604  2.031714  -2.911149  0.03
N  -4.391488  2.510650  -1.923933  0.35
O  -4.255910  1.585210  -0.997793  0.56
C  -5.884804  3.189580  -3.809834  0.00
C  -6.682497  1.542043  -2.221798  0.00
C  -1.983206  2.961854  -1.344474  0.00
H  -3.948089  4.824748  -2.751574  0.00
H  -2.214038  4.853513  -2.835249  0.00
H  -3.116598  4.216518  -4.190442  0.00
H  -2.144153  0.924927  -2.920178  0.00
H  -1.645991  2.211294  -3.993710  0.00
H  -3.721358  2.086592  -5.239677  0.00
H  -3.133228  0.457303  -5.024375  0.00
H  -5.577796  0.638604  -4.560782  0.00
H  -4.668206  0.010414  -3.208107  0.00
H  -6.257325  4.021943  -3.208590  0.00
H  -6.704396  2.855049  -4.449297  0.00
H  -5.123739  3.574468  -4.484430  0.00
H  -6.521418  0.644930  -1.622593  0.00
H  -7.441546  1.288375  -2.964150  0.00
H  -7.098468  2.316669  -1.572850  0.00
H  -2.308213  3.659318  -0.567646  0.00
H  -1.038369  3.329296  -1.748575  0.00
H  -1.761648  2.001679  -0.875737  0.00
C  3.982216  -2.559090  0.102401  0.00
C  5.208988  -1.715831  0.542429  0.02
C  6.325567  -1.784135  -0.516834  0.01
C  7.168844  -3.055010  -0.485043  0.00
C  7.640963  -3.365422  0.932370  0.01
C  6.479437  -3.422479  1.932253  0.03
N  5.651102  -2.183538  1.890809  0.34
O  6.338247  -1.215840  2.458447  0.57
C  5.621470  -4.669228  1.628458  0.00
C  7.030389  -3.691130  3.339912  0.00
C  4.692344  -0.267565  0.559962  0.00
H  3.506388  -3.051611  0.951438  0.00
H  3.205951  -1.940645  -0.349274  0.00
H  4.240457  -3.321015  -0.636816  0.00
H  7.002396  -0.933283  -0.382667  0.00
H  5.890814  -1.668743  -1.513497  0.00
H  6.607726  -3.899330  -0.895405  0.00
H  8.039296  -2.929468  -1.134638  0.00
H  8.182528  -4.315502  0.933988  0.00
H  8.367214  -2.605548  1.240387  0.00
H  4.760816  -4.724430  2.298782  0.00
H  6.209206  -5.578171  1.774568  0.00
H  5.256134  -4.716546  0.605402  0.00
H  7.750112  -2.937196  3.660290  0.00
H  7.550430  -4.650657  3.369196  0.00
H  6.223405  -3.728115  4.075693  0.00
H  3.919434  -0.131635  1.317796  0.00
H  4.259310  -0.003939  -0.405576  0.00
H  5.486727  0.456957  0.745848  0.00

Cartesian forces, eV/Å:
-1.3 1.0 0.0
1.1 0.9 -0.6
-0.6 -0.2 1.6
-1.2 -1.5 -0.4
-0.4 -0.8 0.0
0.4 -0.6 0.1
-0.3 0.5 0.1
1.1 -0.2 -0.3
0.1 -0.5 0.0
0.5 -0.4 0.5
-2.2 0.2 -1.4
0.9 1.0 0.0
-1.0 -1.5 0.3
2.8 -0.4 1.4
-0.2 1.8 -0.8
-0.5 1.2 0.9
0.4 -0.3 0.0
0.4 -0.5 -0.2
0.1 -0.3 -0.3
-0.1 0.4 -0.3
-0.9 -0.2 -0.1
0.6 0.1 -0.4
-0.6 -0.1 -0.2
-0.2 0.6 -0.4
0.5 0.6 0.0
0.3 -0.7 0.3
-0.2 0.2 -0.3
1.1 1.7 -0.6
-0.3 -0.5 -0.1
-0.1 0.1 0.0
0.5 -0.2 0.0
-1.6 0.7 -1.2
1.1 -3.0 0.6
-0.4 1.0 0.0
0.2 0.3 -0.1
0.3 -0.3 0.6
-0.3 -0.4 0.6
0.0 -0.1 0.0
0.1 -0.2 0.0
-0.1 0.0 0.0
-0.1 0.1 0.2
0.0 0.2 0.2
0.0 0.0 0.0
0.0 0.1 0.0
-0.1 0.2 0.1
0.0 0.1 0.2
0.0 -0.1 0.0
0.0 -0.1 0.2
0.0 0.0 0.1
0.1 0.1 0.0
0.2 0.1 -0.1
0.1 0.0 0.0
0.0 0.0 0.0
-0.2 0.0 -0.2
-0.2 0.0 0.0
-0.1 -0.4 -0.1
-1.8 -0.1 -1.2
0.5 -0.1 0.1
0.0 -0.1 0.0
0.1 0.4 -0.3
-0.2 -2.1 0.3
2.6 1.8 -0.3
-0.9 -0.5 0.3
-0.2 0.0 -0.3
0.1 0.6 0.2
0.6 0.2 0.6
0.1 0.0 0.0
0.2 0.1 0.0
0.0 0.0 0.1
-0.1 0.0 0.2
-0.2 0.1 0.1
0.0 0.0 0.1
-0.1 0.0 0.0
-0.2 0.0 0.2
-0.2 0.1 0.1
0.0 0.1 0.0
0.1 0.2 0.1
-0.1 0.1 0.0
-0.2 0.1 -0.1
-0.1 0.0 -0.2
0.0 0.1 -0.1
0.2 -0.1 0.0
0.0 -0.3 0.0
0.0 -0.1 0.2


Question: Which value of total charge does entry 2 give?
Answer: +2